[1]
Here is a molecular structure, C18H22N3OS3Sc from OMol25. Energies are from the ωB97M-V functional and the def2-TZVPD basis.

Largest force on an atom: 0.003 Eh/bohr
Orbital gap: 8.05 eV
Energy above the lowest of the compared OMol25 structures with the same formula, charge and spin: 17.2 kcal per mole

ORCA input file:
```
! wB97M-V def2-TZVPD RIJCOSX def2/J DEFGRID3
* xyz 2 1
C 2.097 0.256 -2.348
C -1.433 -2.929 -0.047
H -0.701 1.926 -2.741
H -1.945 -3.245 -2.075
H -2.273 -3.363 0.497
C 2.623 0.279 -3.621
H 0.126 2.056 -5.057
N 0.906 0.815 -2.040
H -0.331 2.145 2.784
H 3.585 -0.185 -3.792
C -1.858 -2.388 -1.407
H -1.093 -1.742 -1.846
C -2.909 -0.193 1.646
C 2.343 0.277 2.331
C -3.073 0.164 -1.895
N 2.208 -0.239 -0.008
H 2.808 1.221 5.538
H -3.580 -0.742 0.991
H 0.663 2.408 5.031
H -3.487 0.252 2.456
H -3.715 0.419 -2.740
S -0.601 -1.793 1.111
H 2.298 0.961 -5.633
C 0.233 1.450 -3.015
C -3.319 1.211 -0.817
C 1.149 1.791 4.290
H -3.191 2.214 -1.227
H -2.047 0.194 -2.264
S -3.471 -1.553 -1.456
C 1.910 0.920 -4.624
C 0.596 1.647 3.042
C 2.345 1.130 4.564
C 2.886 -0.333 -1.198
O 4.000 -0.764 -1.352
H -2.341 -1.952 2.731
C 0.700 1.526 -4.312
H -0.698 -3.723 -0.182
H 3.878 -0.145 3.757
N 1.172 0.899 2.073
H 4.008 -0.215 1.077
H -1.256 -0.607 2.996
S -2.234 1.183 0.648
Sc 0.343 0.430 0.094
H -4.337 1.159 -0.432
C 2.942 0.368 3.578
C 2.962 -0.506 1.204
H 2.968 -1.572 1.457
C -1.855 -1.111 2.235
*
```


[2]
Here is a molecular structure, C18H22N4O2Pt in a non-equilibrium geometry from OMol25. Energies are from the ωB97M-V functional and the def2-TZVPD basis.

Largest force on an atom: 0.074 Eh/bohr
Orbital gap: 6.74 eV
Energy above the lowest of the compared OMol25 structures with the same formula, charge and spin: 42.6 kcal per mole

ORCA input file:
```
! wB97M-V def2-TZVPD RIJCOSX def2/J DEFGRID3
* xyz 0 1
C 1.330 4.296 -3.927
H -0.361 0.847 -4.028
H 1.802 5.267 -3.891
H 3.721 0.529 0.785
N 1.988 1.386 -0.890
C 2.458 -0.167 2.372
C 2.686 0.371 1.083
C 3.574 -0.351 3.219
H 4.545 -0.064 2.842
C 0.106 1.820 -4.016
H 4.340 -0.983 5.101
H -4.818 1.072 -0.571
Pt 0.068 -0.364 0.095
C 1.155 1.127 -1.909
H 0.117 -1.383 4.540
H -3.101 2.304 -1.398
H -2.509 -0.767 1.626
H -3.835 1.182 0.879
C -2.830 -1.434 0.824
O 0.451 0.040 -1.954
N -1.640 -1.806 0.042
C 3.461 -0.857 4.486
O 0.072 -0.580 2.191
C 2.204 -1.215 4.987
N 1.747 0.685 0.195
H -4.878 -1.036 0.416
H -1.910 -2.145 -0.879
C -3.872 0.757 -0.126
H -0.891 2.182 -0.709
C -0.171 2.754 -4.990
H -1.753 2.069 0.687
H 2.108 -1.588 5.997
C -2.741 1.358 -0.965
C 1.170 -0.594 2.869
C 0.993 2.111 -2.971
H -0.868 2.514 -5.781
C 1.613 3.366 -2.947
C -3.915 -0.770 -0.024
H 2.296 3.598 -2.146
H 0.206 4.742 -5.700
N -1.530 1.591 -0.181
H -3.895 -1.195 -1.030
C 1.097 -1.094 4.189
H -2.480 0.694 -1.793
H -1.153 -2.563 0.524
C 0.435 4.001 -4.948
H -3.258 -2.336 1.284
*
```


[3]
Here is a molecular structure, C18H22N6O7W in a non-equilibrium geometry from OMol25. Energies are from the ωB97M-V functional and the def2-TZVPD basis.

Largest force on an atom: 0.022 Eh/bohr
Orbital gap (spin up / spin down): 7.70 / 9.00 eV
Energy above the lowest of the compared OMol25 structures with the same formula, charge and spin: 7.6 kcal per mole

ORCA input file:
```
! wB97M-V def2-TZVPD RIJCOSX def2/J DEFGRID3
* xyz 0 3
H -4.334 1.712 -0.367
H 0.499 -4.028 2.730
H 0.107 -4.728 1.156
C -4.177 -1.315 0.744
O -0.862 -0.632 -1.715
H -4.091 -2.233 1.321
H 0.390 3.862 -0.760
C 0.920 -4.388 1.792
H 1.089 4.555 -2.231
C 1.555 0.772 2.465
C -2.333 2.427 -0.473
H 1.608 -5.208 1.982
C 1.184 3.754 -1.498
H 0.098 2.278 -2.628
W -0.018 0.425 -0.260
C -1.914 0.154 -2.043
O -2.652 3.545 -0.780
H 2.069 1.247 -3.731
H -2.658 1.459 1.863
C -2.898 -1.048 -0.045
O -1.898 0.939 -2.956
O 1.300 1.369 -1.220
C -3.071 0.741 1.160
H 4.467 0.058 -0.258
N 4.764 0.145 2.689
C -3.333 1.302 -0.254
H -5.035 -1.411 0.078
N 0.699 0.864 1.670
C 3.010 -3.250 1.133
C 0.909 -2.271 0.599
H 2.011 2.985 -4.055
H 2.154 3.852 -1.003
H 3.522 -4.077 1.607
C 3.676 0.395 2.994
H 3.146 2.354 -2.855
C 2.889 -1.156 0.011
N 3.501 -0.094 -0.492
H -2.347 -1.923 -0.364
N 2.441 0.691 3.371
N 1.652 -3.322 1.119
C 3.667 -2.208 0.604
H -5.190 0.482 1.567
C -3.122 0.014 -1.122
H -3.992 -0.187 -1.747
C 1.094 2.417 -2.199
O -2.080 -0.293 0.901
C -4.256 -0.071 1.658
O -1.105 2.096 -0.092
O -0.304 -2.249 0.728
H 4.740 -2.131 0.658
H 2.926 0.669 -0.847
H -4.115 -0.339 2.704
N 1.554 -1.236 -0.034
C 2.144 2.233 -3.275
*
```


[4]
Here is C18H22O5S in the gas phase in a non-equilibrium geometry from OMol25. Energies are from the ωB97M-V functional and the def2-TZVPD basis.

Largest force on an atom: 0.070 Eh/bohr
Orbital gap: 7.53 eV
Energy above the lowest of the compared OMol25 structures with the same formula, charge and spin: 0.0 kcal per mole

ORCA input file:
```
! wB97M-V def2-TZVPD RIJCOSX def2/J DEFGRID3
* xyz 0 1
H -0.086 5.549 -1.311
H 0.775 6.450 1.288
O 3.481 3.381 3.121
H 4.677 3.613 4.824
H 0.854 -1.891 0.009
C 1.503 1.258 2.473
C 1.330 2.644 2.146
C 0.169 3.042 1.349
H -1.880 5.611 -1.312
O -2.936 -0.050 0.696
C 0.926 5.373 1.438
H 2.835 5.735 2.378
C 0.593 0.316 2.093
H -0.152 -6.293 -2.770
C 2.075 4.993 2.118
H 2.059 -3.747 -0.941
C -0.524 0.666 1.367
H -1.215 -4.860 -2.553
H -2.464 1.407 0.348
H 3.523 4.930 4.549
C -0.680 -5.661 -2.047
O 2.581 0.790 3.237
C -0.016 4.422 1.025
C 1.243 -4.002 -1.626
O -1.887 2.221 0.278
C 0.144 -1.924 -0.773
O -1.134 4.903 0.406
H -0.144 -4.619 -0.129
C 3.652 3.848 4.477
H -0.293 -2.861 -2.613
C -0.722 2.012 0.986
C 0.326 -5.082 -0.982
H 0.955 -5.861 -0.533
C -1.051 -1.319 -0.596
C -1.004 5.013 -1.002
C 2.262 3.655 2.541
H 2.955 3.324 5.114
S -1.670 -0.690 1.040
H 3.225 1.525 3.315
H 1.699 -4.473 -2.492
H -1.019 4.035 -1.519
H -1.778 -1.336 -1.457
H 0.800 -0.712 2.472
H -1.401 -6.253 -1.540
H 1.211 -2.056 -2.585
C 0.546 -2.683 -1.967
*
```


[5]
Here is 2 unconnected molecules or ions with the total composition C18H23 in a non-equilibrium geometry from OMol25. Energies are from the ωB97M-V functional and the def2-TZVPD basis.

Largest force on an atom: 0.025 Eh/bohr
Orbital gap: 4.23 eV
Energy above the lowest of the compared OMol25 structures with the same formula, charge and spin: 0.0 kcal per mole

ORCA input file:
```
! wB97M-V def2-TZVPD RIJCOSX def2/J DEFGRID3
* xyz 1 1
H 0.826 2.188 2.745
C -2.882 1.139 -3.619
H -0.410 1.588 1.641
C -2.293 -0.437 1.981
H -2.131 0.278 2.800
C -1.475 2.958 -2.642
H 2.760 1.118 2.078
C 0.404 -3.749 2.145
H -1.397 3.629 -1.782
H -3.784 0.544 -3.435
C -0.396 2.554 -4.862
H -3.316 2.231 -1.848
H 0.383 2.972 -5.508
H 3.010 -3.177 1.870
C 0.142 1.341 2.561
C 1.047 -2.385 2.198
C 2.420 -2.282 2.057
C 3.057 -1.032 2.036
H -0.166 -3.858 1.214
C -1.121 -1.340 1.659
C -1.178 1.540 -5.404
C 0.905 0.054 2.385
H -2.573 -0.071 -5.323
H 5.045 -1.605 2.562
H -0.946 1.240 -6.432
H 1.155 -4.546 2.133
H -2.562 0.111 1.065
C -2.587 2.119 -2.673
H -0.278 -3.941 2.986
H -1.463 -2.360 1.873
H -0.578 1.287 3.394
C 0.269 -1.198 2.226
H 0.373 3.755 -3.284
H 4.786 -1.406 0.822
C -2.215 0.828 -4.797
H -3.150 -1.064 2.269
H -0.969 -1.316 0.586
H 4.918 0.041 1.897
C 4.539 -0.984 1.808
C 2.293 0.132 2.201
C -0.461 3.103 -3.581
*
```


[6]
Here is a molecular structure, C18H23BrF2I2O6P in a non-equilibrium geometry from OMol25. Energies are from the ωB97M-V functional and the def2-TZVPD basis.

Largest force on an atom: 0.128 Eh/bohr
Orbital gap: 6.82 eV
Energy above the lowest of the compared OMol25 structures with the same formula, charge and spin: 251.9 kcal per mole

ORCA input file:
```
! wB97M-V def2-TZVPD RIJCOSX def2/J DEFGRID3
* xyz -1 1
H 8.967 2.930 0.054
C -4.043 2.045 1.214
C -3.532 1.054 -0.033
H 7.992 1.067 1.256
H -3.074 5.623 -0.032
H -3.635 -3.241 1.144
C -2.829 1.824 -1.308
H -6.020 -4.116 0.731
H 3.167 -1.957 -0.520
O 7.123 3.805 -0.189
C 6.596 3.849 1.067
H -2.151 4.080 -2.204
I -1.467 -0.108 2.735
O 5.794 -1.067 -0.603
H -1.658 -2.264 -2.027
H -0.103 -3.183 -1.491
H 2.888 -0.977 -1.978
H -4.299 4.324 2.130
H -6.419 -0.956 1.596
F 4.174 0.128 0.379
C 4.594 -0.356 -0.811
F 7.902 2.124 -1.447
H -6.284 -2.618 2.655
H -5.120 -0.634 -0.456
C -6.621 -2.111 1.635
H 4.772 0.470 -1.508
O 4.518 -2.259 -2.039
H -1.748 -3.871 -0.881
H -7.792 -2.249 1.532
O 6.744 2.657 1.721
H -3.952 -3.264 -0.717
C -2.646 3.485 -1.299
C -5.895 -2.966 0.434
O 6.063 4.834 1.551
C -1.195 -2.861 -1.133
C -4.278 -2.713 0.290
I 0.943 -2.239 1.284
H -4.262 -0.638 1.434
H -4.546 1.544 2.160
Br -6.883 -2.811 -1.344
C -3.187 4.439 -0.050
C -2.037 -1.126 0.832
C -0.987 -2.005 0.249
O 6.744 -2.740 -1.831
C 7.938 2.656 -0.204
C 7.282 1.750 0.781
H -2.444 1.214 -2.259
C 5.769 -2.079 -1.515
C 3.657 -1.396 -1.323
H 6.471 1.161 0.340
H -3.319 -1.061 -1.287
P -3.773 -0.877 0.069
C -3.901 3.680 1.216
*
```


[7]
Here is 3 unconnected molecules or ions with the total composition C18H23Cl3NO8P in a non-equilibrium geometry from OMol25. Energies are from the ωB97M-V functional and the def2-TZVPD basis.

Largest force on an atom: 0.046 Eh/bohr
Orbital gap: 7.40 eV
SMILES string: CC[C@@H](Cl)[PH2](N)[C@H](Cl)[C@@H](C)Cl.O=C1C=C(O)C(=O)C=C1O.O=C1C=C(O)C(=O)C=C1O

ORCA input file:
```
! wB97M-V def2-TZVPD RIJCOSX def2/J DEFGRID3
* xyz 0 1
C 1.135 -4.049 -2.559
H 3.220 -2.806 1.036
H -0.140 -1.259 0.378
H 0.562 -3.511 -3.370
C -3.915 2.591 -4.616
H -0.760 -0.509 -1.758
O -4.899 2.417 -5.309
H -0.601 -5.112 -1.693
H 2.367 -1.184 1.419
C 0.913 2.215 3.273
H 0.333 -6.052 -2.987
C 1.218 1.650 4.617
H 1.152 6.141 5.005
Cl -1.229 -3.957 1.961
O 0.741 1.467 2.324
C 0.365 -3.541 1.108
O -0.658 3.293 -2.287
H 1.657 2.046 6.652
N -0.651 -1.526 -1.851
C -3.241 3.920 -4.620
H -3.838 0.572 -3.788
H -0.993 1.218 -1.762
C -2.279 1.776 -3.010
C 2.616 -2.225 1.781
Cl 0.433 -1.911 3.490
C -3.351 1.537 -3.769
C 1.369 3.897 5.542
C 1.432 2.444 5.672
O 1.279 0.308 4.756
Cl 2.548 -1.662 -1.871
C 1.308 -2.963 2.270
H -4.525 4.451 -5.864
H 2.086 -3.655 -0.633
H -1.671 5.119 -3.853
H 2.133 -4.309 -3.032
C 0.418 -5.378 -2.089
H 1.029 -5.920 -1.307
H 0.749 -4.535 0.723
H -1.272 -3.262 -0.558
H 1.645 -3.873 2.855
O 0.958 5.806 4.111
P -0.084 -2.450 -0.426
C 0.827 3.671 3.152
C 1.451 -3.060 -1.360
O -3.762 4.871 -5.426
H 0.589 4.069 2.184
O 1.572 4.650 6.477
C -2.171 4.159 -3.861
H 1.094 -0.145 3.875
O -1.750 0.799 -2.224
H -0.092 -1.709 -2.686
C -1.624 3.112 -2.998
C 1.037 4.458 4.208
H 3.272 -2.094 2.697
*
```


[8]
Here is C18H23ClN2O5S in the gas phase in a non-equilibrium geometry from OMol25. Energies are from the ωB97M-V functional and the def2-TZVPD basis.

Largest force on an atom: 0.023 Eh/bohr
Orbital gap: 9.32 eV
SMILES string: O=C(COC(=O)c1ccc(Cl)c(S(=O)(=O)N2CCCC2)c1)NC1CCCC1
Energy above the lowest of the compared OMol25 structures with the same formula, charge and spin: 13.8 kcal per mole

ORCA input file:
```
! wB97M-V def2-TZVPD RIJCOSX def2/J DEFGRID3
* xyz 0 1
C 2.714 -2.934 1.637
C -2.078 0.557 -0.183
O -0.136 -4.947 1.459
O -1.307 1.150 0.542
H -4.407 2.674 -0.797
H 2.717 4.948 -1.631
H -3.660 -0.978 -1.795
C -3.353 2.518 -0.564
C 0.821 3.113 -2.506
C -2.867 -1.541 -1.329
C -1.702 -3.604 -0.969
O -2.997 4.054 -2.389
H 2.903 -4.930 2.419
C -0.943 -1.612 0.126
C -2.502 3.418 -1.485
H 1.290 -4.565 4.037
C 1.781 -3.637 3.754
H 2.803 2.540 -1.775
H 1.271 3.531 -3.407
C 2.055 4.422 -0.942
H 2.110 -3.127 4.658
Cl -1.493 -5.271 -1.254
H -3.411 -3.405 -2.241
H 0.668 6.051 -1.376
C 2.952 -3.908 2.795
C -2.732 -2.892 -1.579
H 0.191 5.053 -0.009
H 3.144 -1.951 1.845
H -0.247 -1.110 0.778
C -0.186 4.115 -1.922
H 2.488 4.483 0.055
C -1.974 -0.891 -0.477
H 1.496 2.358 -0.599
H -0.884 2.840 -0.393
H 3.922 -3.754 3.265
H -0.717 4.670 -2.698
O 1.380 -4.379 -0.400
H -0.215 -3.097 2.990
H 3.077 -3.299 0.679
N -1.203 3.418 -1.162
N 1.271 -2.784 1.568
H 0.346 2.168 -2.763
O -3.109 1.132 -0.796
C 1.875 2.980 -1.412
H 0.854 -1.707 3.288
S 0.496 -3.952 0.641
H -3.147 2.760 0.484
C 0.646 5.030 -0.999
C 0.814 -2.745 2.948
C -0.814 -2.961 -0.115
*
```


[9]
Here is C18H23ClN4O6 in the gas phase from OMol25. Energies are from the ωB97M-V functional and the def2-TZVPD basis.

Largest force on an atom: 0.015 Eh/bohr
Orbital gap: 9.21 eV
SMILES string: CCOC(=O)N1CCN(C(=O)C(=O)NNC(=O)COc2ccc(Cl)c(C)c2)CC1
Energy above the lowest of the compared OMol25 structures with the same formula, charge and spin: 0.0 kcal per mole

ORCA input file:
```
! wB97M-V def2-TZVPD RIJCOSX def2/J DEFGRID3
* xyz 0 1
C 1.684 -0.009 -3.327
C -4.045 0.744 0.501
H -6.714 1.936 3.925
C -1.338 0.187 1.265
O 0.793 -0.701 -0.431
C 3.116 0.069 -3.856
H 7.800 -3.004 -0.143
H -1.436 2.243 1.956
O -2.325 -1.770 -1.606
H -1.498 -0.209 2.273
H -3.652 -1.083 1.594
H -3.956 -1.327 -0.151
C 5.330 -2.142 -2.023
C 4.452 -0.607 0.093
C -5.807 2.524 3.767
C -3.834 2.133 2.545
H -5.219 4.546 3.343
C 5.860 -2.380 -0.767
C 3.931 -0.379 -1.169
Cl 6.032 -1.847 1.880
O 0.971 0.957 -3.201
O -3.180 2.745 3.355
H 3.559 1.015 -3.521
H 7.121 -3.954 -1.476
C -1.891 1.616 1.188
H -5.155 2.448 4.643
H -0.274 0.179 1.041
H -0.755 -1.725 -2.961
C -0.108 -1.071 -1.154
O 3.922 -1.035 -3.529
H 6.527 -4.170 0.179
N -3.321 1.606 1.405
N -2.057 -0.652 0.331
O -5.162 1.906 2.654
N 1.271 -1.286 -3.088
H 1.962 -2.028 -3.057
H 4.105 -0.019 0.927
C 5.402 -1.591 0.288
C -1.599 -1.183 -0.810
C 6.888 -3.443 -0.546
H -6.747 4.065 2.589
C -6.137 3.982 3.486
H -6.681 4.401 4.327
H 3.175 0.379 -1.289
H -3.914 1.119 -0.521
N 0.081 -1.505 -2.422
H 3.067 0.081 -4.950
H 5.653 -2.726 -2.870
H -1.682 2.038 0.199
C 4.374 -1.150 -2.234
C -3.485 -0.680 0.590
H -5.103 0.756 0.756
*
```


[10]
Here is a molecular structure, C18H23CuN5O3S2 in a non-equilibrium geometry from OMol25. Energies are from the ωB97M-V functional and the def2-TZVPD basis.

Largest force on an atom: 0.085 Eh/bohr
Orbital gap (spin up / spin down): 4.01 / 4.00 eV
Energy above the lowest of the compared OMol25 structures with the same formula, charge and spin: 236.0 kcal per mole

ORCA input file:
```
! wB97M-V def2-TZVPD RIJCOSX def2/J DEFGRID3
* xyz 2 2
C -0.160 -1.172 4.988
Cu 0.409 0.599 2.798
H -2.761 -0.857 6.434
H 2.793 -0.964 2.385
N 1.926 1.315 0.012
O 2.907 3.184 0.787
C 3.284 3.061 -0.665
H 3.599 -2.289 3.198
H 0.736 -3.135 -0.482
C 0.221 -2.199 5.836
C -1.704 -1.697 -5.787
C -2.310 1.029 -5.285
H -3.254 0.581 -5.584
H -1.617 0.975 -6.133
H -2.512 2.060 -5.054
H 3.084 4.070 -1.087
C -1.316 -0.365 4.864
O 1.781 1.944 2.254
H -2.279 0.834 -1.880
C 1.311 0.081 0.296
N -1.226 0.502 3.778
H -3.363 2.548 2.442
H -0.359 -2.546 6.683
N 2.823 -1.641 3.132
C 1.853 -1.204 -0.140
S 1.756 -2.841 5.354
C -2.515 -0.281 5.549
H -1.327 -2.739 -5.880
H -1.770 2.117 1.848
H 1.645 2.391 -1.865
O 0.273 0.091 1.006
S -3.558 0.882 4.796
C -1.365 -1.028 -4.461
H -1.211 -1.080 -6.537
H 2.191 -1.213 -1.163
C -1.816 0.230 -4.053
N -2.489 2.045 2.554
C 1.816 -1.711 4.032
C 2.170 2.138 1.079
C -1.742 0.953 -2.872
H 0.326 -1.527 -0.325
C -0.614 -2.200 -4.301
H 2.990 1.161 -1.811
H -1.510 2.045 -3.116
N 0.776 -0.882 4.007
C -2.344 1.195 3.578
H 4.365 2.801 -0.716
H 0.495 -2.228 -4.123
H -2.793 -1.711 -5.758
H -1.060 -2.965 -3.579
C 1.017 -2.269 0.199
C 2.428 1.914 -1.232
*
```